{"formula": "C15H18CrF18O15S3", "method": "ωB97M-V/def2-TZVPD", "elements": ["Cr", "C", "O", "O", "C", "F", "F", "F", "C", "C", "H", "H", "H", "H", "H", "H", "C", "O", "O", "C", "F", "F", "F", "C", "C", "H", "H", "H", "H", "H", "H", "C", "O", "O", "C", "F", "F", "F", "C", "C", "H", "H", "H", "H", "H", "H", "C", "F", "F", "F", "S", "O", "O", "O", "C", "F", "F", "F", "S", "O", "O", "O", "C", "F", "F", "F", "S", "O", "O", "O"], "positions_angstrom": [[0.296, -0.619, 0.132], [0.720, -1.490, 3.443], [-0.534, -1.087, 3.965], [0.740, -1.379, 2.030], [1.988, -1.075, 4.340], [2.258, 0.226, 4.224], [1.793, -1.327, 5.619], [3.006, -1.924, 4.059], [-0.659, 0.313, 4.268], [-1.145, 0.484, 5.705], [-1.746, -0.349, 6.069], [-0.195, 0.479, 6.240], [-1.693, 1.424, 5.761], [-1.440, 0.652, 3.587], [0.156, 1.025, 4.136], [0.762, -2.546, 3.710], [-0.746, 2.692, 0.653], [-0.225, 3.363, -0.536], [-0.380, 1.323, 0.546], [-0.356, 3.552, 1.979], [-0.992, 3.041, 3.018], [0.939, 3.734, 2.329], [-0.842, 4.759, 1.782], [-0.902, 3.354, -1.717], [0.020, 4.139, -2.643], [-0.440, 4.155, -3.631], [0.284, 5.177, -2.437], [1.045, 3.769, -2.674], [-1.801, 3.970, -1.718], [-1.182, 2.346, -2.023], [-1.834, 2.639, 0.632], [-2.669, -1.790, -0.994], [-3.482, -0.599, -1.026], [-1.515, -1.561, -0.276], [-3.566, -3.069, -0.915], [-2.960, -4.103, -1.429], [-3.979, -3.207, 0.371], [-4.709, -2.879, -1.593], [-3.445, 0.124, -2.237], [-3.900, 1.604, -1.981], [-3.626, 1.902, -0.969], [-3.566, 2.345, -2.708], [-4.988, 1.650, -1.937], [-4.052, -0.396, -2.978], [-2.521, 0.322, -2.780], [-2.221, -1.856, -1.985], [1.361, -4.899, -1.581], [0.767, -4.527, -2.731], [0.326, -5.209, -0.733], [2.182, -5.918, -1.838], [2.282, -3.471, -0.761], [2.849, -3.871, 0.495], [3.265, -3.159, -1.828], [1.211, -2.397, -0.645], [4.656, -0.215, 1.149], [5.963, -0.202, 0.942], [4.315, -1.471, 1.592], [4.444, 0.579, 2.200], [3.621, 0.228, -0.472], [3.937, -0.818, -1.501], [2.212, 0.082, -0.067], [3.816, 1.566, -0.935], [0.877, 0.826, -4.353], [1.693, 1.730, -3.709], [-0.367, 1.320, -4.648], [1.461, 0.644, -5.530], [0.842, -0.791, -3.257], [2.217, -1.285, -3.358], [0.474, -0.369, -1.930], [-0.099, -1.679, -3.914]], "nbo_charge": [1.573, 0.333, -0.533, -0.775, 0.932, -0.322, -0.336, -0.324, -0.084, -0.631, 0.205, 0.203, 0.199, 0.171, 0.200, 0.145, 0.348, -0.545, -0.857, 0.938, -0.330, -0.323, -0.333, -0.045, -0.621, 0.187, 0.200, 0.239, 0.132, 0.172, 0.142, 0.226, -0.515, -0.252, 0.961, -0.280, -0.321, -0.319, -0.086, -0.627, 0.228, 0.218, 0.192, 0.164, 0.203, 0.274, 0.723, -0.317, -0.351, -0.316, 2.314, -0.939, -0.913, -0.988, 0.748, -0.326, -0.324, -0.331, 2.307, -0.903, -0.981, -0.948, 0.725, -0.329, -0.351, -0.322, 2.357, -0.892, -0.980, -0.990], "homo_ha": [-0.1389, -0.1385], "charge": -2, "s_squared": 6.0260, "multiplicity": 5, "mol_weight_g_mol": 928.455, "homo_lumo_gap_ev": [7.51, 4.21]}